Arrangement i

Entry from the Open Molecules 2025 dataset: a single C4H6O4 molecule (wB97M-V/def2-TZVPD).

Geometry (Å):
C 1.400 -0.702 0.972
C 0.435 1.085 -0.560
C 0.425 -0.258 -0.069
C -0.692 -0.968 -0.455
O -0.950 1.483 -0.791
O -1.560 1.735 0.510
O -1.106 -1.089 -1.730
O 1.342 1.877 -0.711
H -1.213 2.635 0.649
H -1.905 -1.643 -1.768
H -1.153 -1.707 0.200
H 1.041 -1.575 1.527
H 2.363 -0.960 0.522
H 1.573 0.088 1.705

Results
Gap between HOMO and LUMO, eV: 8.9605
Structure (SMILES): C/C(=C/O)C(=O)OO

***

Arrangement ii

Entry from the Open Molecules 2025 dataset: a single C4H6O4 molecule (wB97M-V/def2-TZVPD).

Geometry (Å):
C 0.228 1.739 1.241
C -0.247 -0.346 0.349
C 0.395 -1.672 0.128
C 0.015 -0.302 -1.794
H 1.105 2.539 1.292
H -0.761 -0.404 1.292
H -0.278 -2.560 0.456
H 1.335 -1.645 0.683
H -0.420 -0.428 -2.816
H 0.762 0.545 -1.686
O -0.887 1.690 1.709
O 0.806 0.602 0.596
O 0.531 -1.602 -1.377
O -0.960 -0.011 -0.775

Results
Gap between HOMO and LUMO, eV: 11.2785
Structure (SMILES): O=CO[C@@H]1COCO1

***

Least stable: arrangement i

***

Arrangement i

Entry from the Open Molecules 2025 dataset: a molecular structure, C4H6O4 (wB97M-V/def2-TZVPD).

Geometry (Å):
C 1.646 -0.573 0.698
C 0.174 -0.268 0.383
C -1.817 0.805 -1.092
C -2.637 0.250 -0.313
O -0.741 -0.756 1.107
O 2.250 -1.194 -0.406
O 2.290 0.607 1.104
O -0.030 0.473 -0.629
H 2.132 1.291 0.439
H 2.063 -0.672 -1.198
H 1.712 -1.270 1.530
H -1.508 1.451 -1.887
H -3.714 0.269 -0.306
H -1.819 -0.413 0.572

Results
Gap between HOMO and LUMO, eV: 10.2335

***

Arrangement ii

Entry from the Open Molecules 2025 dataset: a single C4H6O4 molecule (wB97M-V/def2-TZVPD).

Geometry (Å):
C -1.125 -0.657 -0.042
C 0.292 -0.807 0.793
C 1.281 0.320 0.778
C -1.260 -0.512 -1.557
O -1.962 -1.760 0.345
O 0.566 -1.854 1.287
O -1.968 -1.110 -2.316
O -0.479 0.508 -1.832
H -1.683 0.190 0.373
H 2.236 -0.202 0.975
H 0.961 0.971 1.656
H 1.187 0.987 -0.088
H -1.910 -2.530 -0.257
H -0.326 0.503 -2.758

Results
Gap between HOMO and LUMO, eV: 10.3030
Structure (SMILES): CC(=O)[C@H](O)C(=O)O

***

Arrangement iii

Entry from the Open Molecules 2025 dataset: a single C4H6O4 molecule (wB97M-V/def2-TZVPD).

Geometry (Å):
O -1.376 0.668 1.771
C -0.177 0.656 1.607
O 0.770 0.767 2.614
C 0.597 0.120 0.505
C -0.266 -0.649 -0.438
C -0.088 -0.596 -1.899
O -0.411 0.679 -2.211
O 0.233 -1.434 -2.606
H 0.538 0.930 3.535
H 1.343 -0.674 0.759
H 1.275 0.840 -0.054
H -1.504 -0.341 -0.162
H -0.284 -1.752 -0.174
H -0.650 0.787 -3.248

Results
Gap between HOMO and LUMO, eV: 11.1941
Structure (SMILES): O=C(O)CCC(=O)O

***

Least stable: arrangement i

***

Arrangement i

Entry from the Open Molecules 2025 dataset: 2 unconnected molecules or ions with the total composition C10H16O2 (wB97M-V/def2-TZVPD).

Geometry (Å):
C -2.781 0.064 1.117
C -0.507 1.268 -2.279
C -0.771 2.203 -1.308
C -1.081 0.003 -2.220
C -1.597 1.877 -0.221
C -1.945 -0.287 -1.185
C -2.123 0.608 -0.124
O 0.280 1.531 -3.371
H -0.363 3.198 -1.397
H 0.760 2.358 -3.222
H -0.838 -0.633 -3.052
H -1.867 2.636 0.497
H -2.485 -1.225 -1.250
H -3.863 -0.023 0.945
H -2.721 0.748 1.962
H -2.468 -0.937 1.401
C 1.854 -1.642 2.029
C 1.945 -0.166 1.645
C 2.660 -2.466 1.025
O 2.480 -1.740 3.308
H 0.808 -1.894 2.107
H 2.112 -0.003 0.582
H 2.103 -2.691 0.120
H 3.605 -1.964 0.840
H 2.784 -3.482 1.426
H 2.700 -2.665 3.462
H 2.790 0.254 2.211
H 1.153 0.512 1.998

Results
Gap between HOMO and LUMO, eV: 9.2089
Structure (SMILES): Cc1ccc(O)cc1.CC(C)O

***

Arrangement ii

Entry from the Open Molecules 2025 dataset: 2 unconnected molecules or ions with the total composition C10H16O2 (wB97M-V/def2-TZVPD).

Geometry (Å):
C -2.794 -1.413 -1.053
C -2.455 -0.265 -0.570
C 2.231 -0.721 1.053
C 1.977 0.755 0.720
C 1.369 -1.467 0.029
C -1.451 1.003 1.319
C -1.696 -0.152 0.707
C 1.254 0.852 -0.595
C 0.801 -0.386 -0.914
C 0.901 2.139 -1.226
O -1.443 -1.404 1.199
O 0.069 -0.763 -1.950
H -3.490 -1.575 -1.896
H -2.359 -2.266 -0.517
H -2.659 0.575 -1.151
H 3.310 -0.938 0.983
H 2.050 -1.034 2.028
H 1.591 1.322 1.579
H 3.057 1.302 0.601
H 1.844 -2.316 -0.401
H 0.627 -1.965 0.617
H -1.751 1.856 0.863
H -0.949 0.996 2.352
H 0.698 2.913 -0.383
H -0.119 1.925 -1.632
H 1.693 2.426 -1.999
H -1.607 -1.289 2.182
H -0.698 -0.111 -1.945

Results
Gap between HOMO and LUMO, eV: 8.2256
Structure (SMILES): CC1=C(O)CCC1.C=CC(=C)O

***

Least stable: arrangement ii

***

Arrangement i

Entry from the Open Molecules 2025 dataset: a molecular structure, C44H28AsF6N10O2Ta (wB97M-V/def2-TZVPD).

Geometry (Å):
Ta 0.318 0.281 -0.214
C -5.313 -2.963 1.319
C -5.067 -2.458 2.598
C -3.848 -1.873 2.920
C -2.909 -1.800 1.909
C -1.567 -1.231 1.877
N -1.017 -0.739 2.963
C 0.212 -0.284 2.937
C 0.854 0.166 4.173
C 0.406 0.222 5.477
C 1.298 0.721 6.423
C 2.582 1.128 6.064
C 3.025 1.052 4.747
C 2.127 0.567 3.819
C 2.239 0.346 2.376
N 3.341 0.609 1.750
C 3.479 0.284 0.472
N 2.574 -0.353 -0.302
C 3.199 -0.623 -1.502
N 2.710 -1.344 -2.477
C 1.490 -1.847 -2.446
N 0.473 -1.594 -1.547
C -0.587 -2.355 -1.942
N -1.772 -2.476 -1.348
C -1.945 -2.031 -0.141
N -1.021 -1.341 0.630
C -3.156 -2.291 0.636
C -4.354 -2.897 0.313
C -0.267 -3.111 -3.136
C -1.004 -4.011 -3.891
C -0.367 -4.579 -4.984
C 0.960 -4.265 -5.299
C 1.695 -3.372 -4.532
C 1.048 -2.798 -3.448
C 4.536 -0.043 -1.518
C 5.526 0.006 -2.480
C 6.700 0.671 -2.140
C 6.875 1.246 -0.881
C 5.883 1.174 0.092
C 4.717 0.523 -0.258
N 1.040 -0.124 1.869
H -6.273 -3.415 1.109
H -5.842 -2.526 3.349
H -3.642 -1.477 3.905
H -0.590 -0.102 5.745
H 0.994 0.794 7.458
H 3.245 1.510 6.829
H 4.019 1.363 4.457
H -4.540 -3.293 -0.676
H -2.025 -4.257 -3.634
H -0.901 -5.284 -5.607
H 1.421 -4.735 -6.157
H 2.724 -3.134 -4.763
H 5.393 -0.448 -3.452
H 7.498 0.746 -2.867
H 7.802 1.758 -0.661
H 6.006 1.617 1.070
C 1.682 1.270 -4.165
C 0.613 0.932 -3.182
O 0.966 0.963 -1.930
C -0.668 0.602 -3.542
C -1.724 0.550 -2.612
C -3.129 0.546 -3.118
N -1.502 0.589 -1.304
N -2.642 0.862 -0.548
C -2.283 1.255 0.625
O -1.004 1.274 0.957
C -3.258 1.713 1.627
C -2.808 2.234 2.836
C -3.725 2.643 3.791
C -5.085 2.525 3.545
C -5.534 2.004 2.337
C -4.624 1.599 1.376
H 2.209 0.356 -4.450
H 1.264 1.725 -5.060
H 2.398 1.947 -3.701
H -0.919 0.579 -4.592
H -3.144 0.355 -4.188
H -3.718 -0.202 -2.588
H -3.594 1.512 -2.916
H -1.745 2.329 3.015
H -3.377 3.061 4.727
H -5.799 2.847 4.291
H -6.595 1.919 2.144
H -4.959 1.191 0.432
F 2.645 3.004 -1.417
As 1.787 3.795 -0.151
F 1.321 1.925 0.438
F 3.150 3.568 0.860
F 0.884 4.261 1.219
F 2.178 5.345 -0.692
F 0.336 3.609 -1.046

Results
Total charge: +1
Gap between HOMO and LUMO (alpha / beta), eV: 5.0812 / 5.4891
Spin multiplicity: 2

***

Arrangement ii

Entry from the Open Molecules 2025 dataset: a molecular structure, C44H28AsF6N10O2Ta (wB97M-V/def2-TZVPD).

Geometry (Å):
Ta 0.375 -0.088 0.123
C 5.012 1.734 -4.335
C 4.150 2.811 -4.569
C 2.870 2.839 -4.037
C 2.504 1.768 -3.240
C 1.260 1.451 -2.564
N 0.138 2.108 -2.816
C -0.980 1.662 -2.334
C -2.267 2.186 -2.795
C -2.584 3.202 -3.672
C -3.940 3.425 -3.901
C -4.920 2.649 -3.281
C -4.582 1.621 -2.404
C -3.235 1.420 -2.179
C -2.520 0.471 -1.323
N -3.194 -0.394 -0.602
C -2.589 -1.314 0.110
N -1.262 -1.654 0.095
C -1.169 -2.841 0.801
N -0.171 -3.666 0.765
C 0.823 -3.380 -0.081
N 1.074 -2.191 -0.683
C 2.255 -2.373 -1.392
N 2.979 -1.476 -2.033
C 2.611 -0.240 -2.187
N 1.381 0.319 -1.818
C 3.358 0.705 -2.999
C 4.625 0.651 -3.558
C 2.702 -3.747 -1.288
C 3.785 -4.418 -1.837
C 3.932 -5.754 -1.495
C 3.028 -6.393 -0.638
C 1.945 -5.716 -0.096
C 1.807 -4.381 -0.441
C -2.439 -3.143 1.459
C -2.826 -4.162 2.307
C -4.161 -4.176 2.697
C -5.070 -3.225 2.225
C -4.677 -2.226 1.344
C -3.341 -2.204 0.986
N -1.170 0.656 -1.405
H 6.000 1.747 -4.774
H 4.491 3.636 -5.180
H 2.192 3.662 -4.214
H -1.817 3.798 -4.148
H -4.242 4.218 -4.572
H -5.962 2.853 -3.485
H -5.333 1.012 -1.920
H 5.281 -0.191 -3.388
H 4.478 -3.917 -2.499
H 4.763 -6.318 -1.898
H 3.179 -7.436 -0.396
H 1.242 -6.202 0.567
H -2.123 -4.905 2.657
H -4.506 -4.942 3.378
H -6.101 -3.275 2.549
H -5.374 -1.494 0.959
C 4.663 -0.593 0.580
C 3.353 -0.309 1.225
O 2.287 -0.571 0.526
C 3.200 0.156 2.488
C 1.931 0.475 2.980
C 1.874 0.958 4.395
N 0.803 0.417 2.247
N -0.228 0.978 3.009
C -1.286 1.068 2.309
O -1.294 0.547 1.098
C -2.512 1.707 2.820
C -2.519 2.254 4.102
C -3.665 2.858 4.587
C -4.807 2.926 3.800
C -4.801 2.388 2.521
C -3.656 1.779 2.031
H 4.687 -1.612 0.191
H 4.797 0.086 -0.265
H 5.479 -0.448 1.283
H 4.059 0.316 3.120
H 2.862 0.911 4.843
H 1.505 1.982 4.413
H 1.173 0.360 4.976
H -1.621 2.205 4.702
H -3.667 3.284 5.582
H -5.698 3.404 4.184
H -5.688 2.447 1.904
H -3.649 1.361 1.035
F 2.571 2.073 0.186
As 1.580 3.497 0.416
F 1.629 3.757 -1.285
F 0.213 2.226 0.136
F 0.357 4.675 0.561
F 1.470 3.144 2.095
F 2.909 4.531 0.662

Results
Total charge: +1
Gap between HOMO and LUMO (alpha / beta), eV: 5.0073 / 5.2897
Spin multiplicity: 2

***

Least stable: arrangement ii

***

Arrangement i

Entry from the Open Molecules 2025 dataset: a single CH3FOS molecule (wB97M-V/def2-TZVPD).

Geometry (Å):
C 0.400 0.010 0.375
O 1.144 0.376 -0.692
F -2.138 -0.882 -0.478
S -1.260 0.696 0.318
H 0.346 -0.959 0.787
H 0.787 0.780 1.169
H 0.721 -0.021 -1.479

Results
Gap between HOMO and LUMO, eV: 8.8032
Structure (SMILES): OCSF

***

Arrangement ii

Entry from the Open Molecules 2025 dataset: 2 unconnected molecules or ions with the total composition CH3FOS (wB97M-V/def2-TZVPD).

Geometry (Å):
C 0.516 0.607 -0.905
O -0.896 0.073 0.596
F -0.056 0.747 -2.044
S -0.328 -0.759 1.791
H 0.879 1.576 -0.538
H 1.049 -0.384 -0.634
H -1.164 -1.861 1.734

Results
Gap between HOMO and LUMO (alpha / beta), eV: 7.2186 / 7.8705

***

Least stable: arrangement ii

***

Arrangement i

Entry from the Open Molecules 2025 dataset: a single C19H22N2O4 molecule (wB97M-V/def2-TZVPD).

Geometry (Å):
C -0.128 -6.903 -3.843
H -0.329 -6.225 -4.688
O 0.289 -6.387 -2.808
C -0.461 -5.331 -2.056
C -0.079 -4.772 -0.782
C -0.498 -3.764 -0.069
C -1.618 -3.264 -0.438
C -2.359 -3.716 -1.867
C -1.680 -4.694 -2.564
H -2.108 -5.188 -3.400
H -3.092 -3.320 -2.337
C -2.440 -2.033 0.039
N -1.767 -0.998 0.323
C -0.957 -0.584 1.286
O -1.350 -1.036 2.401
C -0.034 0.701 1.280
C -1.087 1.842 1.355
H -1.529 1.962 2.238
C -0.259 3.113 0.831
N 1.071 3.182 1.847
C 1.933 4.089 1.692
O 3.190 4.003 2.433
C 2.077 5.069 0.593
C 3.218 5.901 0.389
C 2.424 6.873 -0.884
C 1.244 6.352 -0.908
O 0.818 5.366 0.085
H 0.549 6.814 -1.693
H 3.215 7.580 -1.038
H 4.041 5.795 0.850
C 0.960 2.216 2.775
C 0.772 0.848 2.306
H 0.625 0.062 3.082
H 1.800 0.494 2.063
H 1.874 2.353 3.518
H 0.228 2.355 3.395
H -0.050 3.235 -0.142
H -0.599 3.980 1.237
H -1.767 1.864 0.377
H 0.523 0.726 0.166
H -1.222 -0.715 -0.564
H -2.315 -2.423 1.227
H -3.343 -1.848 -0.255
H -0.119 -3.385 0.885
H 1.062 -5.047 -0.589
H -1.235 -7.460 -3.682
H 0.511 -7.685 -4.067

Results
Gap between HOMO and LUMO, eV: 8.7786
Structure (SMILES): COc1ccc(CNC(=O)C2CCN(C(=O)c3ccco3)CC2)cc1

***

Arrangement ii

Entry from the Open Molecules 2025 dataset: a single C19H22N2O4 molecule (wB97M-V/def2-TZVPD).

Geometry (Å):
C -4.190 -3.996 3.861
H -5.046 -3.314 3.859
O -3.547 -4.024 2.612
C -3.006 -2.864 2.135
C -3.030 -1.640 2.791
C -2.447 -0.523 2.218
C -1.830 -0.611 0.977
C -1.809 -1.840 0.316
C -2.388 -2.950 0.886
H -2.378 -3.904 0.382
H -1.342 -1.912 -0.656
N -1.201 0.470 0.349
C -1.123 1.766 0.746
O -1.617 2.216 1.757
C -0.277 2.618 -0.196
H -0.245 3.629 0.210
H 0.738 2.211 -0.155
C -0.784 2.632 -1.644
H -1.448 3.482 -1.797
C 0.356 2.737 -2.660
N 1.376 1.721 -2.463
C 2.711 2.058 -2.315
O 3.137 3.178 -2.389
C 3.492 0.792 -2.020
C 2.457 -0.330 -2.089
C 1.138 0.378 -2.338
O 0.049 -0.142 -2.379
H 2.645 -1.016 -2.920
C 2.330 -1.143 -0.786
C 2.255 -0.204 0.379
C 3.120 0.796 0.446
C 4.149 0.940 -0.632
H 4.904 0.156 -0.519
H 4.650 1.907 -0.581
H 3.114 1.512 1.253
H 1.491 -0.362 1.124
H 3.209 -1.786 -0.686
H 1.447 -1.778 -0.844
H 4.278 0.685 -2.772
H 0.873 3.696 -2.572
H -0.048 2.640 -3.673
H -1.358 1.730 -1.860
H -0.788 0.226 -0.544
H -2.472 0.422 2.734
H -3.501 -1.535 3.756
H -3.502 -3.711 4.663
H -4.542 -5.012 4.034

Results
Gap between HOMO and LUMO, eV: 8.3915
Structure (SMILES): COc1ccc(NC(=O)CCCN2C(=O)[C@H]3CC=CC[C@H]3C2=O)cc1

***

Least stable: arrangement i

***

Arrangement i

Entry from the Open Molecules 2025 dataset: a single C5H9N3O molecule (wB97M-V/def2-TZVPD).

Geometry (Å):
C 0.466 -0.683 -2.081
N -0.759 -0.254 1.130
C 0.584 -0.738 1.305
C -0.954 0.329 -0.064
C 0.461 0.305 -0.942
N 1.054 -0.312 2.534
C -1.961 1.045 -0.539
N 1.264 1.311 -0.968
O 1.096 -1.690 0.730
H -1.506 -0.631 1.693
H 0.500 0.303 3.111
H 1.950 -0.724 2.770
H 1.146 1.863 -0.113
H 0.363 -0.155 -3.031
H 1.408 -1.237 -2.082
H -0.341 -1.412 -1.983
H -1.951 1.415 -1.558
H -2.820 1.265 0.088

Results
Gap between HOMO and LUMO, eV: 9.1432
Structure (SMILES): [H]/N=C(/C)C(=C)NC(N)=O

***

Arrangement ii

Entry from the Open Molecules 2025 dataset: a single C5H9N3O molecule (wB97M-V/def2-TZVPD).

Geometry (Å):
C -2.782 -1.261 -0.324
C -3.354 0.045 0.055
C 0.538 0.947 -0.859
C 1.417 -0.817 0.654
C 0.336 0.282 0.501
N -1.545 -1.450 -0.050
N -2.170 0.709 0.356
N -1.126 -0.254 0.603
O -4.457 0.498 0.033
H -3.267 -2.159 -0.632
H 0.491 0.233 -1.761
H -0.084 1.975 -0.947
H 1.601 1.203 -0.916
H 1.306 -1.491 -0.166
H 1.212 -1.393 1.576
H 2.410 -0.365 0.478
H 0.464 0.883 1.385
H -2.028 1.560 0.731

Results
Gap between HOMO and LUMO, eV: 9.4544
Structure (SMILES): CC(C)n1ncc(=O)[nH]1

***

Least stable: arrangement ii

***

Arrangement i

Entry from the Open Molecules 2025 dataset: a single C5H9N3O molecule (wB97M-V/def2-TZVPD).

Geometry (Å):
C 0.823 -2.249 0.478
C 0.652 0.918 -0.279
C -0.670 0.876 0.468
C 0.322 -1.331 -0.603
N 1.241 2.127 -0.457
C -1.840 1.179 -0.090
O -0.472 0.702 1.813
N 1.097 -0.166 -0.755
N -0.513 -1.754 -1.458
H -1.325 0.653 2.259
H 0.977 2.878 0.155
H 2.166 2.136 -0.853
H -0.635 -1.148 -2.269
H 0.381 -3.237 0.362
H 1.910 -2.321 0.436
H 0.549 -1.840 1.449
H -2.736 1.288 0.497
H -1.928 1.287 -1.154

Results
Gap between HOMO and LUMO, eV: 9.7611
Structure (SMILES): [H]/N=C(C)\N=C(\N)C(=C)O

***

Arrangement ii

Entry from the Open Molecules 2025 dataset: a single C5H9N3O molecule (wB97M-V/def2-TZVPD).

Geometry (Å):
C -2.536 -0.078 -0.601
C -1.243 -0.265 -0.025
C -0.513 -1.337 -0.104
C 1.989 0.436 -0.239
C 0.764 1.353 -0.665
H -3.022 -0.885 -1.278
H -3.412 -0.054 0.235
H -2.605 1.065 -0.967
H -0.727 -1.891 -1.096
H 1.042 -2.359 0.713
H 2.057 0.492 0.875
H 3.017 0.809 -0.709
H 0.368 0.866 -1.567
H 1.157 2.422 -0.943
N 0.685 -1.292 0.763
N -0.081 1.500 0.663
N -0.926 0.698 1.082
O 1.700 -0.933 -0.377

Results
Gap between HOMO and LUMO, eV: 9.7677
Structure (SMILES): CC1=C/NOCC/N=N\1

***

Least stable: arrangement ii